Entry from the Open Molecules 2025 dataset: 6 unconnected molecules or ions with the total composition C31H73BO10PS6 at a distorted geometry (ωB97M-V/def2-TZVPD).

Geometry as XYZ:
```
122
Properties=species:S:1:pos:R:3:forces:R:3:lowdin_charge:R:1
C 4.80954 0.05923 2.01273 -2.98 0.04 -3.10 -0.0747
C 3.72314 0.05882 0.95216 3.58 1.36 2.96 -0.1277
C 3.29899 1.54256 0.37696 -0.40 -0.52 1.65 -0.1505
C 2.71113 1.54460 -1.15272 0.13 -0.28 0.25 -0.2256
O 1.23380 1.48163 -1.36373 4.99 0.25 0.90 -0.4138
P 0.52528 3.11052 -1.36119 0.59 -0.32 0.30 0.5562
C -0.10629 4.90380 -1.40028 -0.89 2.30 -0.34 -0.2797
C -1.07423 5.36048 -0.16859 0.45 1.22 0.40 -0.2251
C -0.50226 5.03692 1.33913 -0.78 1.10 0.10 -0.3473
C -1.36691 6.03820 2.36298 0.40 -1.02 -0.86 -0.1136
C 1.07144 5.41867 1.56718 0.17 0.38 -0.58 -0.1869
C 1.72474 4.92647 2.98400 1.32 -0.65 1.60 -0.2039
C 1.00900 3.62956 3.68041 0.93 -1.88 0.52 -0.0845
C 1.65242 2.33964 4.04740 -1.25 1.37 -0.91 -0.2516
C 1.06161 0.93813 3.35451 0.04 -0.09 1.28 -0.0829
C 2.88181 2.13955 5.12253 -0.45 -0.40 -0.97 -0.1134
C 0.16102 2.67035 -3.21919 0.42 0.54 -2.02 -0.4820
S -0.47715 0.89172 -3.31949 -0.34 0.33 -1.21 0.7871
C 0.75657 -0.23785 -4.16109 0.75 -0.51 -0.05 -0.4979
C 1.15708 -1.48724 -3.12952 -0.40 -0.02 0.46 -0.1802
B -1.12112 2.23834 -0.87928 -1.99 -2.43 0.84 -0.6159
O -2.47564 2.62548 -1.31824 2.46 0.06 -0.65 0.0049
O -0.97087 1.02382 -0.00133 -1.88 3.03 0.13 -0.1458
C -1.88304 1.09576 1.15013 -0.46 -0.88 0.48 -0.1214
O 2.09751 3.87230 -1.68507 3.23 -2.14 -0.53 -0.3260
C 3.26414 2.97075 -1.77724 -2.08 2.02 -0.20 -0.2825
O 3.61626 3.05095 -3.20353 1.39 -2.61 0.62 -0.1664
C 4.66716 2.09149 -3.57762 0.52 -0.32 -1.71 -0.2499
C 4.73898 2.10383 -5.24389 -0.96 -0.12 0.92 -0.1068
H 5.34579 1.09194 2.26988 -1.42 -2.46 -0.55 0.0619
H 5.15346 -0.89686 2.59779 -0.78 1.96 -1.40 0.0380
H 3.21511 -0.90864 0.53369 0.97 1.97 1.10 0.1047
H 2.49639 1.97007 1.14974 1.55 -0.90 -1.82 0.1045
H 4.25431 2.23992 0.52538 -2.03 -1.53 -0.58 0.1141
H 3.14295 0.53854 -1.58534 -0.70 2.14 0.27 0.1255
H 1.00906 3.09788 0.02654 -0.89 0.52 -0.01 0.0531
H -0.70037 5.13291 -2.40765 1.13 -0.46 1.98 0.0902
H 0.82230 5.65367 -1.42782 -2.09 -1.67 0.13 0.1003
H -1.15351 6.55061 -0.22987 0.10 -2.33 0.11 0.1110
H -2.18288 4.97456 -0.22420 2.24 0.48 0.00 0.1056
H -0.79763 3.93244 1.58432 1.01 2.03 -0.30 0.1068
H -1.24976 5.60693 3.44427 -0.52 1.04 -1.89 0.0597
H -0.89444 7.11957 2.30262 -1.18 -2.15 0.13 0.0787
H -2.48991 6.01080 1.96029 2.36 0.26 1.26 0.0854
H 1.78015 5.06624 0.67463 -1.81 0.47 1.97 0.1055
H 1.13814 6.60461 1.55362 -0.19 -2.35 0.03 0.1126
H 2.84595 4.59883 2.73712 -2.41 0.67 0.64 0.1101
H 1.82612 5.78276 3.79075 -0.41 -1.31 -1.79 0.0953
H -0.15949 3.71309 3.88582 2.35 -0.70 -1.66 0.1047
H 0.72239 1.10783 2.24729 0.60 -0.11 2.24 0.0690
H 0.18991 0.45500 3.97767 1.52 0.96 -1.29 0.0547
H 1.94238 0.14805 3.33941 -1.64 1.75 0.05 0.0654
H 3.39090 1.09122 4.93146 -0.80 2.24 0.28 0.0596
H 3.66710 3.01263 5.09012 -1.55 -1.69 0.20 0.0735
H 2.36307 2.05267 6.19280 1.15 0.45 -2.30 0.0839
H -0.67434 3.35561 -3.67278 1.47 -1.28 0.52 0.0441
H 1.11709 2.73151 -3.89193 -1.78 0.01 1.14 0.0651
H 0.25150 -0.66619 -5.15356 1.16 0.95 2.17 0.0703
H 1.69074 0.40853 -4.44695 -1.68 -1.28 0.51 0.0612
H 0.62917 -1.31471 -2.07741 1.17 -0.10 -2.27 0.0698
H 0.78011 -2.53968 -3.53339 1.05 2.57 0.83 0.0405
H 2.32532 -1.51660 -2.90880 -2.38 -0.02 -0.61 0.0690
H -2.36010 3.19172 -2.14580 -0.16 -0.95 1.82 0.0946
H -1.41018 0.53001 2.08876 -1.01 1.51 -2.29 0.0714
H -2.88332 0.52189 0.90036 1.71 1.23 0.50 0.0844
H -2.12366 2.21217 1.40503 0.30 -2.08 -0.18 0.0945
H 4.16226 3.51757 -1.23903 -1.65 -1.51 -0.58 0.1582
H 4.45141 0.97777 -3.27452 0.21 2.23 -0.23 0.1112
H 5.73869 2.37521 -3.19444 -2.02 -0.27 -0.32 0.1171
H 3.93110 1.32237 -5.62321 1.85 1.58 0.59 0.0673
H 4.35819 3.15953 -5.57522 1.03 -1.96 0.47 0.0801
H 5.82162 1.83923 -5.63518 -2.33 0.60 0.74 0.0733
C -4.63131 0.78681 5.04274 -0.06 0.11 -0.13 -0.2738
S -3.08741 -0.13436 5.24752 0.16 -0.11 -0.30 0.8277
O -2.16583 0.27841 4.13875 -0.60 -0.21 0.63 -0.5670
C -3.77273 -1.75059 4.81113 0.02 -0.06 -0.17 -0.2613
H -4.43163 1.84433 5.23139 0.09 -0.16 -0.02 0.0472
H -5.00711 0.66577 4.02397 0.11 -0.03 0.04 0.0558
H -5.37048 0.42544 5.76108 0.10 -0.03 0.00 0.0466
H -4.20090 -1.71717 3.80623 0.09 0.12 0.04 0.0539
H -4.53970 -2.03141 5.53689 0.13 0.06 0.03 0.0539
H -2.96602 -2.48726 4.83592 -0.08 0.21 0.11 0.0355
C -2.03895 -3.02892 -1.13951 0.01 -0.14 -0.02 -0.2534
S -2.98378 -2.61324 0.34663 0.08 0.04 -0.17 0.8034
O -3.27021 -3.89440 1.07163 -0.08 0.07 -0.22 -0.5894
C -4.49604 -2.12972 -0.52032 -0.17 -0.12 0.01 -0.2653
H -1.05652 -3.39681 -0.83408 -0.14 0.14 0.10 0.0515
H -2.55615 -3.80655 -1.70658 -0.08 0.13 0.09 0.0323
H -1.91425 -2.13534 -1.75509 -0.02 0.01 0.11 0.0541
H -4.86375 -2.96228 -1.12523 0.18 0.10 0.04 0.0234
H -4.29321 -1.26457 -1.15608 0.08 -0.08 0.07 0.0617
H -5.25103 -1.86186 0.22286 0.21 -0.01 0.05 0.0434
C 2.36914 -5.96772 -6.13792 -0.10 -0.08 -0.10 -0.2803
S 2.60141 -4.61364 -4.96037 -0.52 0.20 0.21 0.8191
O 1.26783 -4.32298 -4.33897 0.70 -0.67 -0.68 -0.5680
C 2.91257 -3.33526 -6.20185 -0.06 0.10 -0.07 -0.2616
H 2.12321 -6.87420 -5.57969 0.05 0.19 0.03 0.0467
H 1.55141 -5.73182 -6.82309 0.04 0.06 0.10 0.0550
H 3.29341 -6.12807 -6.69737 -0.02 0.05 0.07 0.0477
H 2.06158 -3.25959 -6.88329 0.01 -0.05 0.13 0.0601
H 3.81974 -3.57942 -6.75974 -0.04 -0.05 0.10 0.0498
H 3.05084 -2.38035 -5.68892 -0.07 -0.18 0.06 0.0455
C -5.47776 -4.93314 -5.56533 0.07 0.06 -0.12 -0.2753
S -5.35140 -4.90752 -3.76048 0.34 0.39 0.09 0.8205
O -4.58214 -3.67769 -3.37994 -0.37 -0.75 -0.34 -0.5517
C -4.22355 -6.31583 -3.63030 0.14 -0.04 0.00 -0.2693
H -6.11456 -4.10294 -5.88006 0.08 -0.09 0.17 0.0494
H -4.48707 -4.81846 -6.01160 -0.04 0.02 0.13 0.0579
H -5.92771 -5.87503 -5.88681 0.00 0.04 0.09 0.0477
H -3.30900 -6.11695 -4.19449 -0.10 0.09 0.04 0.0594
H -4.71335 -7.21413 -4.01367 -0.04 0.10 0.03 0.0484
H -3.97343 -6.46333 -2.57684 -0.11 0.13 -0.11 0.0532
C -0.60915 -5.64793 7.68383 -0.08 -0.12 -0.07 -0.2780
S -0.63116 -3.83911 7.64180 -0.33 0.13 -0.32 0.8132
O -1.93517 -3.41828 7.03227 0.61 -0.31 0.22 -0.5631
C 0.64418 -3.66438 6.37086 -0.01 0.02 -0.12 -0.2635
H -1.36639 -5.98740 8.39458 0.08 0.16 -0.08 0.0465
H -0.83761 -6.04819 6.69319 0.00 0.12 0.04 0.0579
H 0.37379 -5.99392 8.01112 -0.04 0.09 0.00 0.0484
H 0.33936 -4.18550 5.45992 -0.07 0.05 0.11 0.0620
H 1.58762 -4.07379 6.73980 -0.10 0.03 0.05 0.0507
H 0.77316 -2.60135 6.15312 -0.11 -0.12 0.10 0.0533
```
Forces are in eV/Å.

Values from the calculation:
max |F| = 5.1 eV/Å
total charge = -1
HOMO level = -3.85 eV